(1)
Molecular formula: C3H4N4O
Method: DFT, ωB97M-V with the def2-TZVPD basis set

- SMILES: C1NN=C2ONN=C12
- LUMO: 0.0146 Eh
- Molar mass: 112.09 u
- 2S+1: 1

Geometry (Å):
C 0.562 -1.194 0.349
C -0.376 0.600 -0.814
C -0.014 0.034 0.595
H 1.485 -1.168 0.734
H 0.161 -2.035 1.023
H -0.560 -2.361 -1.219
H 0.343 2.765 0.826
N 0.080 -1.464 -1.074
N -0.444 -0.321 -1.632
N -0.522 2.198 0.659
N -0.147 1.086 1.445
O -0.569 1.861 -0.892


(2)
Molecular formula: C3H4N4O
Method: DFT, ωB97M-V with the def2-TZVPD basis set

- SMILES: O=CNc1c[nH]nn1
- LUMO: 0.0309 Eh
- Molar mass: 112.09 u
- 2S+1: 1

Geometry (Å):
C 0.359 -2.246 0.050
C 0.231 0.257 -0.068
C -0.934 0.734 -0.510
H 1.222 -2.984 0.564
H 1.678 -1.074 0.708
H -1.874 0.259 -0.849
H -1.495 2.878 0.134
N 0.888 -0.996 0.017
N -0.866 2.059 -0.184
N 0.419 2.336 0.372
N 1.063 1.182 0.236
O -0.692 -2.406 -0.471


(3)
Molecular formula: C3H4N4O
Method: DFT, ωB97M-V with the def2-TZVPD basis set

- SMILES: O=NNc1ccn[nH]1
- LUMO: 0.0007 Eh
- Molar mass: 112.09 u
- 2S+1: 1

Geometry (Å):
C 0.356 -1.081 -0.476
C 1.368 -1.491 0.321
C -0.065 0.111 0.089
N 1.582 -0.712 1.325
N -2.010 0.791 -1.257
N 0.761 0.321 1.141
N -0.980 1.032 -0.337
O -2.882 1.623 -1.331
H 0.001 -1.530 -1.331
H 1.965 -2.324 0.293
H 0.823 1.256 1.538
H -0.919 2.002 0.026


(4)
Molecular formula: C3H4N4O
Method: DFT, ωB97M-V with the def2-TZVPD basis set

- SMILES: [H]/N=C1/NC(=O)/C(=N\[H])N1
- LUMO: 0.0113 Eh
- Molar mass: 112.09 u
- 2S+1: 1

Geometry (Å):
C 0.154 -1.166 -0.415
C -0.572 0.967 0.183
C 0.979 0.889 0.393
H -0.910 -2.613 -0.947
H -1.831 -0.547 -0.454
H -0.843 2.830 0.882
H 2.160 -1.012 0.062
N 0.150 -2.431 -0.686
N -0.907 -0.247 -0.260
N -1.261 1.997 0.388
N 1.285 -0.468 0.061
O 1.596 1.801 0.793


(5)
Molecular formula: C3H4N4O2
Method: DFT, ωB97M-V with the def2-TZVPD basis set

- LUMO: -0.0557 Eh
- Molar mass: 128.09 u
- 2S+1: 1

Geometry (Å):
C 1.409 -0.179 -0.224
C -0.127 1.142 -0.066
C -0.898 -1.223 0.244
H 1.973 -1.902 0.845
H -1.425 2.491 0.288
H -0.448 -2.186 1.451
H -2.426 -0.088 -1.376
N 2.024 0.920 -0.165
N 0.953 1.900 -0.344
N 0.055 -0.133 -0.017
N -2.141 -1.169 -0.637
O 2.420 -1.129 -0.240
O -1.368 1.556 0.241


(6)
Molecular formula: C3H4N4O2
Method: DFT, ωB97M-V with the def2-TZVPD basis set

- SMILES: C/N=C/n1nnc(=O)o1
- LUMO: -0.0118 Eh
- Molar mass: 128.09 u
- 2S+1: 1

Geometry (Å):
C 3.859 -0.257 0.070
C 1.372 -0.372 -0.260
C -2.130 -0.315 0.038
H 3.984 -1.407 0.131
H 4.298 -0.246 -0.840
H 4.095 0.289 1.076
H 1.213 -1.450 -0.669
N 2.444 0.314 0.148
N -0.026 0.244 -0.157
N -0.630 1.401 -0.086
N -1.833 1.150 0.040
O -3.131 -0.905 0.032
O -0.854 -0.755 0.168


(7)
Molecular formula: C3H4NO2
Method: DFT, ωB97M-V with the def2-TZVPD basis set

- Total charge: -1
- SMILES: C=C([O-])CN=O
- LUMO (spin up / spin down): 0.1557 / 0.1556 Eh
- Molar mass: 86.07 u
- 2S+1: 1

Geometry (Å):
C -0.149 -1.213 0.289
C 0.117 -0.047 1.760
C -0.267 -0.590 -0.833
N -0.454 0.059 3.034
O -1.736 0.304 3.129
O 0.010 -2.337 0.635
H 1.205 -0.020 1.907
H -0.240 0.671 1.064
H -0.472 -1.175 -1.693
H -0.502 0.428 -1.073


(8)
Molecular formula: C3H4NO2
Method: DFT, ωB97M-V with the def2-TZVPD basis set

- Total charge: +1
- LUMO: -0.2277 Eh
- Molar mass: 86.07 u
- 2S+1: 1

Geometry (Å):
C -2.197 0.906 -0.281
C -1.095 1.587 -0.827
C -4.076 -0.539 0.101
N -3.054 0.009 -0.380
O -1.757 1.785 0.485
O -4.977 -1.225 0.282
H -0.076 1.143 -0.739
H -1.235 2.354 -1.518
H 1.007 -4.380 3.579
H 0.743 -4.912 2.959


(9)
Molecular formula: C3H4NO2
Method: DFT, ωB97M-V with the def2-TZVPD basis set

- Total charge: +1
- SMILES: [NH3+]C(=O)C=C=O
- LUMO: -0.1725 Eh
- Molar mass: 86.07 u
- 2S+1: 1

Geometry (Å):
C -1.382 -0.128 1.363
C -0.049 -0.092 1.002
C -2.521 -0.101 0.692
N 0.431 0.031 -0.502
O -3.595 -0.075 0.277
O 0.923 -0.078 1.718
H -1.679 -0.224 2.395
H 1.363 -0.410 -0.632
H 0.496 1.025 -1.022
H -0.220 -0.496 -1.160


(10)
Molecular formula: C3H4NO2
Method: DFT, ωB97M-V with the def2-TZVPD basis set

- Total charge: +1
- LUMO: -0.2469 Eh
- Molar mass: 86.07 u
- 2S+1: 1

Geometry (Å):
C -1.009 0.231 0.393
C -1.915 1.160 0.074
C 0.246 0.030 -0.258
N -1.979 -1.185 -0.476
O -2.628 2.024 -0.097
O -2.519 -1.936 0.171
H -1.001 0.131 1.449
H 0.476 -1.016 -0.522
H 0.458 0.461 -1.225
H 0.991 0.307 0.344


(11)
Molecular formula: C3H4NO2P
Method: DFT, ωB97M-V with the def2-TZVPD basis set

- LUMO (spin up / spin down): -0.0223 / -0.0223 Eh
- Molar mass: 117.04 u
- 2S+1: 1

Geometry (Å):
C 0.588 -2.329 0.713
C -0.775 1.802 -1.323
C -1.557 1.067 1.066
N -0.235 -1.438 1.186
O -1.751 1.240 2.184
O -0.360 -0.295 0.535
P -2.082 1.086 -0.705
H 0.560 -3.314 1.125
H 1.196 -2.232 -0.074
H -0.720 1.909 -2.391
H -0.202 2.395 -0.664


(12)
Molecular formula: C3H4NO3
Method: DFT, ωB97M-V with the def2-TZVPD basis set

- Total charge: -1
- SMILES: CC(=O)NC(=O)[O-]
- LUMO: 0.1512 Eh
- Molar mass: 102.07 u
- 2S+1: 1

Geometry (Å):
O 0.456 -0.216 -2.221
C 0.116 -0.066 -1.047
N 1.040 0.210 -0.095
C 0.781 0.507 1.376
O -0.015 1.429 1.594
O 1.486 -0.173 2.130
C -1.213 -0.484 -0.450
H 1.902 0.556 -0.496
H -0.956 -1.219 0.309
H -1.920 -0.908 -1.153
H -1.677 0.364 0.053


(13)
Molecular formula: C3H4NO3P
Method: DFT, ωB97M-V with the def2-TZVPD basis set

- LUMO: 0.0058 Eh
- Molar mass: 133.04 u
- 2S+1: 1

Geometry (Å):
C 0.311 1.243 0.276
C 0.506 -1.078 -0.164
C -1.663 0.256 -0.386
N -0.310 0.169 0.129
O 0.597 2.347 0.448
O -0.013 -2.062 -0.435
O 2.468 0.629 0.267
P 2.364 -0.830 0.059
H -2.353 0.173 0.506
H -1.952 1.229 -0.910
H -1.989 -0.646 -1.006
H 2.033 -1.430 1.217


(14)
Molecular formula: C3H4NO4S
Method: DFT, ωB97M-V with the def2-TZVPD basis set

- Total charge: -1
- LUMO: 0.1420 Eh
- Molar mass: 150.14 u
- 2S+1: 1

Geometry (Å):
C -1.000 0.100 0.265
C 0.264 -0.173 1.116
C 0.853 -1.592 0.724
N -1.230 0.967 -0.758
O -1.825 -0.760 0.656
O 0.052 2.253 -2.817
O 0.357 0.336 2.190
O 1.387 1.497 -0.848
S 0.212 2.229 -1.357
H 1.862 -1.501 0.268
H 0.212 -2.124 0.025
H 0.981 -2.074 1.726
H -2.125 0.842 -1.190


(15)
Molecular formula: C3H4NOS
Method: DFT, ωB97M-V with the def2-TZVPD basis set

- Total charge: +1
- LUMO (spin up / spin down): -0.2572 / -0.2659 Eh
- Molar mass: 102.14 u
- 2S+1: 1

Geometry (Å):
C 1.379 1.271 0.101
C -1.035 0.609 -0.067
C -0.696 -0.864 -0.079
N 0.216 1.102 0.179
O 2.703 -0.919 0.628
S 1.855 -0.427 -0.372
H -1.179 0.943 -1.105
H -1.837 0.957 0.626
H -0.566 -1.115 1.050
H -0.840 -1.559 -0.960


(16)
Molecular formula: C3H4NP
Method: DFT, ωB97M-V with the def2-TZVPD basis set

- LUMO (spin up / spin down): -0.0932 / -0.0940 Eh
- Molar mass: 85.05 u
- 2S+1: 1

Geometry (Å):
C -2.780 -0.584 -0.278
C 2.003 0.455 0.022
C 0.866 -0.202 0.139
N -3.000 -1.707 -0.473
P -2.532 1.118 0.107
H 1.941 1.382 0.481
H 2.958 0.318 -0.406
H 0.531 -1.177 -0.126
H 0.014 0.398 0.534


(17)
Molecular formula: C3H4NPS
Method: DFT, ωB97M-V with the def2-TZVPD basis set

- SMILES: [PH2]#C/N=C\C=S
- LUMO: -0.0024 Eh
- Molar mass: 117.11 u
- 2S+1: 1

Geometry (Å):
C -0.550 0.375 -1.453
C -1.289 1.027 -0.548
C 0.551 -0.777 0.194
N 0.346 -0.486 -0.971
P 1.725 -1.460 1.248
S -1.109 0.800 1.123
H -0.886 0.490 -2.464
H -1.945 1.761 -0.866
H 0.920 -1.442 2.295
H 2.238 -0.290 1.441


(18)
Molecular formula: C3H4O
Method: DFT, ωB97M-V with the def2-TZVPD basis set

- LUMO (spin up / spin down): -0.0172 / 0.0070 Eh
- Molar mass: 56.06 u
- 2S+1: 1

Geometry (Å):
C -0.465 -0.056 1.985
C -0.055 -0.026 0.807
C 0.816 0.168 -0.258
O 1.006 1.275 -0.875
H -1.015 -0.063 2.960
H -0.481 -1.343 -1.955
H 1.374 -0.587 -0.749
H 0.361 1.910 -0.797


(19)
Molecular formula: C3H4O
Method: DFT, ωB97M-V with the def2-TZVPD basis set

- LUMO (spin up / spin down): -0.0464 / -0.0466 Eh
- Molar mass: 56.06 u
- 2S+1: 1

Geometry (Å):
C 1.472 0.482 0.152
C 0.681 -0.538 -0.167
C -1.406 0.443 -0.003
O -0.655 -0.565 0.075
H 2.455 0.029 0.013
H 0.978 -1.602 -0.003
H -1.033 1.491 -0.182
H -2.491 0.261 0.115


(20)
Molecular formula: C3H4O2
Method: DFT, ωB97M-V with the def2-TZVPD basis set

- LUMO: 0.0331 Eh
- Molar mass: 72.06 u
- 2S+1: 1

Geometry (Å):
C 1.381 -0.189 0.393
C -0.034 0.081 0.029
O -0.477 1.207 0.476
C -2.119 -0.177 -0.851
O -2.388 -1.117 -1.444
H 1.877 0.575 1.001
H 1.922 -0.347 -0.548
H 1.397 -1.161 0.900
H -1.426 1.205 0.135


Relative energy (zero: lowest compared OMol25 entry of this formula, charge and spin) list, top to bottom, in eV: 6.4621 2.7688 3.7113 0.2913 10.2755 5.5977 5.0586 3.6199 0.8641 3.9918 4.0095 0.2571 2.9572 0.0000 4.6225 2.8981 2.3841 5.5469 4.8747 2.9551